A molecular structure, C19H28N8NaO7Te at a distorted geometry, computed with the ωB97M-V functional and the def2-TZVPD basis.

The LUMO energy comes out at 2.17 eV. The HOMO energy is -0.179 hartree. The charge is -1. The frontier orbital gap is 7.0 eV. As for the relative energy (zero: lowest compared OMol25 entry of this formula, charge and spin): 0.00 kcal/mol. Its total energy is -2136.08982 Eh.

The geometry in XYZ format:
```
64
Properties=species:S:1:pos:R:3:forces:R:3:nbo_charge:R:1
Na 0.8072 -0.9554 -1.3882 -0.2 0.1 0.0 0.926
O 5.3404 1.6116 -1.4494 0.2 -0.2 -0.6 -0.698
C 4.1343 1.0979 -1.1049 1.0 0.2 1.0 0.765
O 3.2886 0.9260 -1.9156 -1.0 -0.5 -0.5 -0.552
C 4.0856 0.7888 0.3736 0.6 -0.1 0.2 0.077
C 5.2216 0.9460 1.2059 -1.8 -0.7 0.1 -0.230
C 5.0764 0.5582 2.5344 0.0 0.2 -0.5 -0.180
C 3.8389 0.1559 2.9923 -0.3 0.2 0.1 -0.230
C 2.7675 0.1469 2.1194 -0.9 -0.2 -0.5 0.136
N 2.9109 0.3569 0.8043 -0.2 0.4 0.4 -0.381
C 1.3076 -0.0161 2.6211 0.5 0.0 0.0 0.755
O 0.9615 -1.1131 3.1038 0.3 0.4 0.1 -0.749
O 0.6076 1.0274 2.4994 0.1 -0.5 0.1 -0.783
H 5.3160 1.5819 -2.4250 0.1 0.3 0.3 0.496
H 6.1291 1.3259 0.8299 0.8 0.3 -0.4 0.227
H 5.9077 0.6195 3.2064 0.4 0.0 0.3 0.209
H 3.6321 -0.0882 4.0190 0.2 -0.1 0.3 0.224
N 0.4191 -2.6538 0.4194 0.1 -0.2 -0.5 -0.873
C -0.7981 -2.1316 1.0282 -0.6 -1.2 0.1 -0.177
C -1.2751 -3.0816 2.1633 0.6 -0.4 -0.7 -0.407
C -2.5179 -2.7707 2.9612 -0.2 0.1 0.2 -0.418
C -2.5794 -1.3826 3.5981 -1.2 -0.5 0.9 -0.227
N -1.9978 -0.3009 2.8790 1.3 1.1 0.4 -0.580
C -2.5753 0.3249 1.8843 0.6 -0.6 -0.1 0.702
N -3.7940 -0.1298 1.4735 0.1 -0.7 -0.3 -0.835
N -1.9550 1.3272 1.2387 0.5 0.5 0.3 -0.825
C -1.8533 -1.8229 -0.0263 0.0 1.2 -1.3 0.765
O -2.9212 -2.4558 -0.0240 -0.4 -0.2 0.2 -0.755
O -1.5886 -0.8258 -0.8027 0.1 -0.9 0.8 -0.854
H 0.2473 -3.5172 -0.1167 0.1 0.4 0.5 0.376
H 1.0340 -2.8428 1.2044 0.3 -0.2 -0.3 0.377
H -0.5377 -1.1770 1.4161 0.3 0.4 0.3 0.214
H -0.4000 -3.2394 2.8009 -0.1 0.3 0.3 0.211
H -1.4538 -4.0687 1.7268 0.0 0.0 -0.3 0.211
H -2.5566 -3.4922 3.7921 -0.2 0.1 -0.2 0.206
H -3.4015 -2.9410 2.3412 0.1 0.0 0.0 0.220
H -2.0807 -1.4245 4.5589 0.1 0.1 0.2 0.208
H -3.6416 -1.1287 3.7753 0.4 -0.1 0.1 0.205
H -0.9957 -0.0598 3.1001 -1.0 -0.1 -0.5 0.479
H -3.7474 -1.1342 1.1949 -0.1 0.4 0.4 0.447
H -4.1015 0.3467 0.6517 -0.2 0.5 -0.4 0.389
H -0.9809 1.5747 1.5488 -1.0 -0.6 -0.1 0.464
H -2.0265 1.1826 0.2370 0.1 0.2 -0.1 0.428
N -1.2666 3.3809 -1.2346 1.3 0.2 0.4 -0.548
C -0.9652 4.1145 -0.1053 -0.6 0.0 0.4 -0.116
C 0.3530 3.9077 0.1479 0.2 -0.4 -1.0 -0.109
N 0.8940 3.1105 -0.8533 0.3 0.1 0.6 -0.450
C -0.0790 2.8075 -1.6495 -1.0 0.4 -0.1 0.160
H -2.1602 3.3508 -1.6632 -0.4 -0.2 -0.4 0.412
H -1.7387 4.6576 0.4315 0.3 -0.2 -0.1 0.212
H 0.9981 4.2597 0.9218 -0.1 0.2 0.4 0.211
H -0.0099 2.2391 -2.5599 0.0 -0.3 -0.1 0.217
O 1.2157 -4.3924 -3.0679 -0.7 1.4 -0.3 -0.713
C 0.9859 -3.2056 -3.2833 1.0 -0.7 0.1 0.668
N 0.8820 -2.0320 -3.4854 -0.2 -0.8 0.3 -0.911
C -1.0601 2.2269 -5.6480 -0.2 -0.6 -0.2 -0.915
Te 0.0597 0.4670 -4.9843 -0.6 0.2 0.0 0.486
C -1.7031 -0.7101 -4.7004 -0.2 0.0 0.1 -0.873
H -1.5243 2.7351 -4.7965 0.2 0.1 -0.3 0.197
H -1.8388 1.9462 -6.3677 0.1 -0.1 0.3 0.209
H -0.3593 2.8446 -6.2004 0.1 0.3 0.2 0.212
H -2.4144 -0.5831 -5.5236 0.2 0.2 0.2 0.201
H -2.1723 -0.5411 -3.7276 0.1 0.2 -0.2 0.234
H -1.3498 -1.7292 -4.7013 0.2 -0.3 0.0 0.251
```
Forces are in eV/Å.

A molecular structure, C19H28NPPdS at a distorted geometry, computed with the ωB97M-V functional and the def2-TZVPD basis.

The LUMO energy (alpha / beta) comes out at 0.60 / -2.24 eV. The HOMO energy (alpha / beta) is -0.198 / -0.265 hartree. The charge is 0. Its multiplicity is 3. The frontier orbital gap (alpha / beta) is 6.0 / 5.0 eV. As for the relative energy (zero: lowest compared OMol25 entry of this formula, charge and spin): 31.16 kcal/mol. Its total energy is -1662.80286 Eh.

The geometry in XYZ format:
```
51
Properties=species:S:1:pos:R:3:forces:R:3:nbo_charge:R:1
C 1.4729 -0.9394 -4.4704 0.1 -0.1 0.2 -0.224
C 0.7785 0.1723 -4.0093 0.1 0.1 0.3 -0.226
C 0.5563 0.3841 -2.6333 0.6 -0.8 -1.1 -0.071
C 0.9929 -0.5977 -1.7333 -0.4 0.5 0.2 -0.360
C 1.4696 -1.8189 -2.2153 0.4 0.2 -0.8 0.025
C 1.8291 -1.9370 -3.5643 -0.1 -0.3 0.1 -0.259
C -0.1132 1.6538 -2.2209 -0.2 0.8 -0.2 -0.438
C -1.3826 2.0126 -3.0376 0.0 -0.1 0.4 -0.182
N -2.5095 1.1899 -2.7088 0.0 -0.4 0.4 -0.486
Pd 1.1294 -0.3759 0.3550 0.2 0.9 -0.9 0.301
C 1.5983 -2.9902 -1.2646 0.4 -0.5 0.3 -0.760
P 0.6287 -2.5964 0.2319 -0.7 0.0 -1.3 1.002
H 0.4504 0.9342 -4.7136 0.1 -0.2 0.0 0.199
H 2.4056 -2.8082 -3.8855 -0.4 0.1 -0.1 0.202
H 1.7364 -1.0336 -5.5253 -0.1 0.0 0.3 0.210
H 2.6370 -3.1289 -0.9205 -0.2 -0.1 -0.2 0.239
H 1.2500 -3.9462 -1.6855 0.2 0.3 -0.1 0.228
H -0.3827 1.6212 -1.1628 0.0 0.0 -0.3 0.217
H 0.5817 2.4964 -2.3504 0.1 -0.1 0.1 0.207
H -1.6468 3.0624 -2.8203 0.2 -0.2 -0.2 0.185
C 0.7447 -3.9696 1.3946 0.0 -0.7 0.2 -0.972
C -1.0825 -2.4954 -0.3555 -0.4 -0.6 0.0 -0.962
H -1.2039 1.9095 -4.1208 0.0 0.3 0.4 0.193
C -2.8767 0.0783 -3.5316 -0.1 0.1 -0.2 -0.390
C -3.2671 1.4383 -1.5114 0.1 0.3 -0.3 -0.395
H 1.4911 -0.7048 2.0233 0.3 0.1 1.4 -0.013
H -3.7057 0.3313 -4.2185 0.1 -0.2 0.0 0.162
H -2.0106 -0.2345 -4.1288 -0.3 -0.1 0.1 0.207
H -3.2023 -0.7657 -2.9057 0.1 0.0 -0.2 0.181
H -4.1156 2.1221 -1.7049 0.1 -0.1 0.2 0.167
H -3.6789 0.4959 -1.1207 0.1 0.2 0.0 0.189
H -2.6284 1.8932 -0.7368 -0.2 -0.2 -0.2 0.197
H -1.4584 -3.4832 -0.6340 -0.2 0.0 0.0 0.220
H -1.6904 -2.0641 0.4474 0.0 -0.2 -0.2 0.238
H -1.1205 -1.8220 -1.2172 0.1 -0.2 0.2 0.276
H 0.9606 -4.9184 0.8804 -0.1 0.2 0.2 0.241
H 1.5518 -3.7586 2.1068 -0.2 -0.1 -0.1 0.244
H -0.2017 -4.0629 1.9487 0.3 0.0 -0.1 0.249
H 0.7222 -0.9329 1.9534 0.3 0.4 0.9 0.056
S 0.7017 1.8945 1.0049 -0.7 0.1 -0.7 0.076
C 0.7860 2.0155 2.6970 0.1 0.5 1.2 -0.253
C -0.3674 2.2512 3.4886 0.6 0.0 -0.2 -0.195
C -0.2416 2.3344 4.8695 -0.1 0.0 0.1 -0.215
C 1.0069 2.2070 5.4894 0.1 0.0 -0.5 -0.196
C 2.1502 2.0201 4.7001 -0.1 0.1 0.2 -0.213
C 2.0476 1.9412 3.3189 -0.2 -0.2 0.1 -0.203
H -1.3247 2.3806 2.9824 0.2 -0.1 0.2 0.226
H -1.1292 2.5219 5.4734 0.2 -0.1 -0.1 0.218
H 1.0966 2.2743 6.5723 -0.1 0.0 -0.3 0.218
H 3.1288 1.9509 5.1679 -0.1 0.0 0.0 0.217
H 2.9234 1.8201 2.6788 -0.2 0.0 0.3 0.226
```
Forces are in eV/Å.

A molecular structure, C19H29As2NOPt, computed with the ωB97M-V functional and the def2-TZVPD basis.

The LUMO energy comes out at -5.83 eV. The HOMO energy is -0.566 hartree. The charge is +2. The frontier orbital gap is 9.6 eV. Its total energy is -5461.75982 Eh.

The geometry in XYZ format:
```
53
Properties=species:S:1:pos:R:3:forces:R:3:nbo_charge:R:1
Pt 0.2288 0.1016 -0.0310 -0.3 0.3 0.1 0.371
C 1.5929 -2.2868 2.2818 0.0 0.0 0.0 -0.942
As 0.1283 -1.0568 2.0369 0.0 0.0 -0.1 1.190
C 0.1266 0.0486 3.6126 -0.1 0.0 0.0 -0.940
C -1.4669 -2.1313 2.0385 0.0 0.0 0.0 -0.370
C -1.7686 -2.9871 3.0908 0.0 0.0 0.0 -0.184
C -2.9354 -3.7382 3.0547 0.0 0.0 0.0 -0.159
C -3.8018 -3.6330 1.9740 0.0 0.0 0.0 -0.180
C -3.5000 -2.7857 0.9168 0.0 0.0 0.0 -0.132
C -2.3288 -2.0389 0.9484 0.1 -0.1 0.0 -0.386
As -1.8588 -0.8616 -0.4986 0.1 -0.1 0.1 1.239
C -3.2477 0.4797 -0.4976 0.0 0.0 0.0 -0.944
C -2.0555 -1.8078 -2.1620 0.1 0.0 0.0 -0.945
H 1.5620 -2.7078 3.2856 0.0 0.0 0.0 0.259
H 2.5321 -1.7527 2.1477 0.0 0.0 0.0 0.251
H 1.5146 -3.0867 1.5489 0.0 0.0 0.0 0.260
H -0.1065 -0.5600 4.4848 0.0 0.0 0.0 0.259
H -0.6148 0.8376 3.5101 0.0 0.0 0.0 0.258
H 1.1161 0.4883 3.7244 0.0 0.0 0.0 0.256
H -1.1020 -3.0775 3.9404 0.0 0.0 0.0 0.228
H -3.1688 -4.4076 3.8713 0.0 0.0 0.0 0.248
H -4.7125 -4.2157 1.9522 0.0 0.0 0.0 0.247
H -4.1813 -2.7181 0.0768 0.0 0.0 0.0 0.217
H -4.1725 0.0334 -0.8618 0.0 0.0 0.0 0.261
H -2.9842 1.3157 -1.1393 0.0 0.0 0.0 0.242
H -3.3942 0.8305 0.5218 0.0 0.0 0.0 0.261
H -2.9861 -2.3726 -2.1555 0.0 0.0 0.0 0.261
H -1.2170 -2.4879 -2.2928 0.0 0.0 0.0 0.262
H -2.0748 -1.0842 -2.9757 0.0 0.0 0.0 0.256
C 0.9869 1.9555 -4.4756 0.0 0.0 0.0 -0.111
C 1.7918 0.9660 -3.9307 0.0 0.0 0.0 -0.217
C 1.4976 0.4846 -2.6712 0.0 0.0 0.0 0.038
N 0.4611 0.9440 -1.9487 0.0 0.0 -0.1 -0.520
C -0.3139 1.9011 -2.4786 0.0 0.1 0.1 0.046
C -0.0839 2.4298 -3.7332 0.0 0.0 0.0 -0.229
H 1.1906 2.3497 -5.4621 0.0 0.0 0.0 0.256
H 2.6362 0.5638 -4.4720 0.0 0.0 0.0 0.257
H 2.0960 -0.2949 -2.2175 0.0 0.0 0.0 0.221
H -1.1242 2.2640 -1.8627 0.0 0.0 0.0 0.215
H -0.7350 3.2036 -4.1142 0.0 0.0 0.0 0.258
C 3.8208 2.3924 -0.2686 0.0 0.0 0.0 -0.443
C 2.5824 3.2498 -0.5697 0.0 0.0 0.0 -0.430
C 1.6117 2.8192 0.5075 0.0 0.1 0.1 -0.068
O 1.8391 1.3856 0.6433 0.2 -0.1 -0.1 -0.595
C 3.2719 1.1536 0.4494 0.0 -0.1 0.0 -0.069
H 4.5083 2.9274 0.3834 0.0 0.0 0.0 0.239
H 4.3636 2.1266 -1.1729 0.0 0.0 0.0 0.239
H 2.1815 3.0229 -1.5580 0.0 0.0 0.0 0.204
H 2.7934 4.3160 -0.5254 0.0 0.0 0.0 0.254
H 0.5576 2.9715 0.2855 0.0 0.0 0.0 0.203
H 1.8465 3.2807 1.4689 0.0 0.0 0.0 0.206
H 3.3788 0.2297 -0.1158 0.0 0.0 0.0 0.194
H 3.7178 1.0198 1.4345 0.0 0.0 0.0 0.207
```
Forces are in eV/Å.